No. 1
Below is a molecular structure, C33H42BrIIrN3O5PSe2, with properties calculated with ωB97M-V/def2-TZVPD.

Results
- Electronic energy: -9942.7979 Eh
- Multiplicity: 6
- Energy above the lowest of the compared OMol25 structures with the same formula, charge and spin: 54.39 kJ/mol
- HOMO level (alpha / beta): -0.448 / -0.478 hartree
- HOMO-LUMO gap (alpha / beta): 7.04 / 4.44 eV
- Strongest force on any atom: 0.02701 hartree/bohr
- Charge: +2
- LUMO energy (alpha / beta): -5.2 / -8.6 eV

Each line ends with the Mulliken spin population.
CARTESIAN COORDINATES (ANGSTROEM)
Ir1 0.785 0.588 -0.124  1.97
Se1 3.499 2.577 -2.236  0.00
Se2 3.384 2.197 0.029  0.08
C1 3.965 0.367 0.238  0.01
C2 5.294 -0.011 0.275  0.00
C3 5.581 -1.330 0.603  0.00
C4 4.537 -2.184 0.926  0.00
C5 3.236 -1.708 0.861  -0.01
N1 2.956 -0.459 0.493  0.10
C6 1.642 3.073 -2.443  -0.01
C7 1.389 4.148 -3.280  0.00
C8 0.086 4.600 -3.412  0.00
C9 -0.902 3.972 -2.675  -0.01
C10 -0.560 2.891 -1.883  -0.05
N2 0.689 2.426 -1.773  0.14
H1 6.075 0.706 0.063  0.00
H2 6.606 -1.674 0.640  0.00
H3 4.730 -3.206 1.221  0.00
H4 2.388 -2.326 1.125  0.01
H5 2.208 4.631 -3.795  0.00
H6 -0.141 5.435 -4.060  0.00
H7 -1.928 4.310 -2.712  0.00
H8 -1.307 2.353 -1.323  0.06
Br1 -1.427 -1.366 5.162  0.00
C11 -0.098 -0.286 4.367  0.00
C12 0.731 0.530 5.115  0.00
C13 1.682 1.268 4.431  0.00
C14 1.758 1.172 3.052  -0.01
N3 0.939 0.406 2.327  0.06
C15 0.040 -0.322 2.988  -0.04
H9 0.641 0.581 6.192  0.00
H10 2.360 1.918 4.966  0.00
H11 2.516 1.727 2.516  0.00
H12 -0.601 -0.961 2.406  0.02
C16 -2.844 3.162 1.281  0.00
C17 -1.660 2.311 1.712  -0.01
O1 -0.429 2.720 1.112  0.08
C18 0.122 3.872 1.761  0.00
C19 0.791 4.812 0.776  0.00
H13 -3.750 2.766 1.740  0.00
H14 -2.960 3.123 0.197  0.00
H15 -2.733 4.201 1.587  0.00
H16 -1.819 1.283 1.395  0.02
H17 -1.558 2.317 2.804  0.00
H18 0.829 3.549 2.531  0.00
H19 -0.683 4.416 2.261  0.00
H20 1.659 4.356 0.310  0.00
H21 1.122 5.699 1.316  0.00
H22 0.092 5.109 -0.005  0.00
O2 -2.071 0.149 -0.801  0.08
C20 -1.889 -0.847 -0.062  0.14
O3 -0.756 -1.206 0.383  0.22
C21 -3.057 -1.650 0.431  0.08
C22 -4.377 -1.350 0.004  0.04
C23 -5.485 -2.002 0.501  0.01
C24 -5.245 -2.961 1.467  0.20
O4 -6.105 -3.714 2.132  0.15
C25 -5.354 -4.529 3.023  -0.01
O5 -3.982 -4.214 2.830  0.15
C26 -3.923 -3.271 1.897  0.27
C27 -2.814 -2.635 1.379  -0.06
H23 -4.522 -0.577 -0.739  0.00
H24 -6.486 -1.776 0.164  0.00
H25 -5.532 -5.583 2.802  0.02
H26 -5.647 -4.315 4.053  0.02
H27 -1.815 -2.895 1.695  0.00
I1 -3.993 0.591 -2.973  0.97
C28 3.139 -1.761 -4.063  0.01
C29 2.610 -0.698 -3.098  0.00
P1 1.136 -1.134 -2.071  0.25
C30 -0.172 -1.228 -3.369  0.02
C31 -1.291 -2.236 -3.128  -0.01
C32 1.549 -2.902 -1.699  0.01
C33 0.763 -3.659 -0.628  0.00
H28 3.980 -1.341 -4.615  0.00
H29 2.390 -2.067 -4.793  0.00
H30 3.502 -2.647 -3.545  0.00
H31 2.335 0.197 -3.661  0.00
H32 3.408 -0.415 -2.409  0.00
H33 0.334 -1.473 -4.305  0.00
H34 -0.584 -0.222 -3.473  0.00
H35 -0.900 -3.248 -3.032  0.00
H36 -1.978 -2.224 -3.974  0.00
H37 -1.867 -2.002 -2.234  0.02
H38 2.606 -2.882 -1.426  0.00
H39 1.464 -3.427 -2.653  0.00
H40 0.503 -3.021 0.210  0.00
H41 1.362 -4.490 -0.254  0.00
H42 -0.166 -4.069 -1.024  0.00


No. 2
Below is a molecular structure, C38H51BrCsN10O2, with properties calculated with ωB97M-V/def2-TZVPD.

Results
- Electronic energy: -4770.7382 Eh
- Multiplicity: 1
- Energy above the lowest of the compared OMol25 structures with the same formula, charge and spin: 29.54 kJ/mol
- HOMO level: -0.093 hartree
- HOMO-LUMO gap: 4.20 eV
- Strongest force on any atom: 0.01109 hartree/bohr
- Charge: -1
- LUMO energy: 1.7 eV

Each line ends with the Mulliken charge.
CARTESIAN COORDINATES (ANGSTROEM)
Cs1 0.019 -0.648 -0.223  1.03
O1 -0.959 -4.905 -1.542  -0.92
C1 -2.202 -5.216 -1.604  0.47
C2 -2.657 -6.542 -1.863  -0.65
C3 -3.998 -6.859 -1.899  -0.27
C4 -4.984 -5.893 -1.680  -0.80
C5 -4.573 -4.594 -1.415  -0.09
C6 -3.230 -4.250 -1.366  -0.53
C7 -2.820 -2.839 -1.036  0.22
O2 -1.615 -2.457 -1.621  -0.38
N1 -2.738 -2.727 0.439  0.12
N2 -2.804 -1.511 0.964  -0.19
C8 -3.028 -1.355 2.211  -0.62
C9 -3.061 -0.041 2.837  0.85
Br1 -2.677 1.423 1.692  -0.02
C10 -3.382 0.118 4.124  -1.05
C11 -3.481 1.332 4.948  0.28
C12 -2.553 2.373 4.901  0.32
C13 -2.691 3.483 5.721  -0.82
C14 -3.754 3.576 6.608  -0.35
C15 -4.672 2.537 6.682  -0.56
C16 -4.529 1.426 5.867  -0.57
H1 -1.094 -3.337 -1.688  0.45
H2 -1.899 -7.298 -2.036  0.38
H3 -4.293 -7.883 -2.107  0.34
H4 -6.035 -6.148 -1.719  0.36
H5 -5.316 -3.817 -1.246  0.34
H6 -3.591 -2.131 -1.362  -0.16
H7 -3.121 -3.506 0.966  0.45
H8 -3.201 -2.204 2.878  0.31
H9 -3.657 -0.802 4.634  0.34
H10 -1.709 2.302 4.231  0.29
H11 -1.958 4.278 5.669  0.39
H12 -3.861 4.445 7.244  0.37
H13 -5.499 2.591 7.378  0.36
H14 -5.245 0.615 5.931  0.39
C17 3.299 4.483 -1.482  -1.02
N3 3.573 3.091 -1.197  0.32
C18 4.991 2.762 -1.121  -0.79
C19 4.957 1.372 -0.524  -0.62
N4 3.805 1.484 0.354  0.12
C20 3.331 0.238 0.935  0.78
C21 2.887 2.334 -0.231  0.06
N5 1.655 2.308 0.108  -0.21
C22 0.680 3.117 -0.609  -1.12
C23 0.539 2.745 -2.100  -1.00
N6 -0.568 1.826 -2.286  -0.23
C24 -1.158 1.751 -3.411  0.30
N7 -0.829 2.357 -4.632  0.03
C25 0.548 2.319 -5.106  -0.89
C26 -1.838 1.988 -5.619  -0.68
C27 -3.014 1.566 -4.755  -0.65
N8 -2.340 1.048 -3.585  0.22
C28 -3.137 0.720 -2.426  -1.05
H15 4.071 4.834 -2.168  0.39
H16 3.334 5.112 -0.584  0.29
H17 2.341 4.624 -1.975  0.23
H18 5.513 3.458 -0.448  0.38
H19 5.458 2.804 -2.106  0.44
H20 5.856 1.118 0.037  0.41
H21 4.786 0.609 -1.294  0.16
H22 4.181 -0.258 1.408  0.38
H23 2.899 -0.429 0.166  -0.55
H24 2.592 0.465 1.697  -0.60
H25 0.869 4.190 -0.500  0.24
H26 -0.294 2.936 -0.147  0.24
H27 1.490 2.303 -2.409  0.52
H28 0.389 3.651 -2.706  0.51
H29 1.214 1.959 -4.330  0.27
H30 0.883 3.306 -5.430  0.28
H31 0.631 1.630 -5.952  0.38
H32 -1.486 1.141 -6.222  0.37
H33 -2.071 2.818 -6.287  0.32
H34 -3.639 0.808 -5.227  0.39
H35 -3.647 2.429 -4.496  0.32
H36 -3.852 -0.058 -2.690  0.35
H37 -3.675 1.597 -2.039  0.32
H38 -2.484 0.347 -1.646  0.26
C29 4.826 -3.138 -2.221  -1.73
C30 4.015 -2.347 -1.182  1.39
C31 3.758 -3.236 0.035  -1.32
C32 2.687 -1.771 -1.697  -0.99
H39 5.784 -3.502 -1.823  0.44
H40 5.032 -2.514 -3.094  0.35
H41 4.248 -4.001 -2.564  0.31
H42 4.674 -1.529 -0.845  -0.26
H43 3.075 -4.043 -0.248  0.34
H44 3.273 -2.669 0.837  0.12
H45 4.674 -3.688 0.432  0.38
H46 2.097 -2.656 -2.021  0.25
H47 2.919 -1.247 -2.649  -0.11
N9 4.645 1.071 5.992  -0.52
C33 3.732 0.823 5.338  -0.27
C34 2.583 0.509 4.528  0.81
C35 1.808 1.525 3.981  -0.57
C36 0.714 1.169 3.207  -0.49
N10 0.365 -0.095 2.976  0.03
C37 1.130 -1.061 3.484  -0.51
C38 2.248 -0.817 4.266  -0.55
H48 2.062 2.564 4.138  0.49
H49 0.099 1.929 2.741  0.44
H50 0.832 -2.080 3.260  0.49
H51 2.845 -1.630 4.652  0.51


No. 3
Below is a molecular structure, C41H39N7O5S3Tc, with properties calculated with ωB97M-V/def2-TZVPD.

Results
- Electronic energy: -3620.2345 Eh
- Multiplicity: 4
- Energy above the lowest of the compared OMol25 structures with the same formula, charge and spin: 11.67 kJ/mol
- HOMO level (alpha / beta): -0.440 / -0.439 hartree
- HOMO-LUMO gap (alpha / beta): 5.29 / 4.80 eV
- Strongest force on any atom: 0.02518 hartree/bohr
- Charge: +2
- LUMO energy (alpha / beta): -6.7 / -7.1 eV

Each line ends with the Mulliken spin population.
CARTESIAN COORDINATES (ANGSTROEM)
Tc1 -0.520 -0.581 0.013  2.72
C1 3.475 -0.610 1.646  -0.02
C2 2.008 -0.602 1.435  0.03
N1 1.441 -0.072 0.391  -0.10
N2 2.172 0.575 -0.555  0.02
C3 1.379 0.861 -1.561  -0.01
O1 0.127 0.470 -1.581  0.09
C4 1.873 1.673 -2.680  0.00
C5 3.244 1.805 -2.911  -0.01
C6 3.689 2.658 -3.907  0.00
C7 2.774 3.387 -4.660  0.00
C8 1.409 3.237 -4.445  0.00
C9 0.955 2.377 -3.458  0.00
C10 1.051 -1.160 2.400  0.10
C11 1.427 -1.733 3.594  0.02
C12 0.450 -2.121 4.500  0.00
C13 -0.881 -1.887 4.198  0.01
C14 -1.194 -1.347 2.966  0.02
N3 -0.257 -1.031 2.068  -0.02
H1 3.955 0.014 0.902  0.00
H2 3.854 -1.634 1.547  0.01
H3 3.729 -0.251 2.646  0.00
H4 3.939 1.232 -2.312  0.00
H5 4.750 2.767 -4.095  0.00
H6 3.127 4.075 -5.418  0.00
H7 0.703 3.803 -5.042  0.00
H8 -0.105 2.256 -3.267  0.01
H9 2.478 -1.865 3.812  0.00
H10 0.728 -2.576 5.442  0.00
H11 -1.672 -2.123 4.897  0.00
H12 -2.219 -1.162 2.680  0.00
S1 -2.067 1.269 0.201  -0.04
C15 -3.644 0.636 0.220  0.00
N4 -4.668 1.411 0.419  0.04
C16 -6.000 0.828 0.656  0.00
C17 -6.220 -0.329 -0.263  0.00
N5 -5.096 -1.272 -0.162  0.03
C18 -5.458 -2.697 -0.290  0.00
C19 -6.113 -3.192 0.980  0.00
C20 -5.486 -3.026 2.213  0.00
C21 -6.095 -3.477 3.374  0.00
C22 -7.335 -4.104 3.310  0.00
C23 -7.960 -4.275 2.085  0.00
C24 -7.353 -3.814 0.922  0.00
C25 -3.874 -0.842 0.004  0.02
S2 -2.549 -1.872 -0.134  -0.07
C26 -4.610 2.896 0.400  0.00
C27 -5.261 3.398 -0.868  0.00
C28 -6.465 4.091 -0.815  0.00
C29 -7.062 4.540 -1.987  0.00
C30 -6.461 4.289 -3.212  0.00
C31 -5.259 3.589 -3.268  0.00
C32 -4.660 3.144 -2.101  0.00
H13 -6.748 1.593 0.469  0.00
H14 -6.066 0.515 1.699  0.00
H15 -6.310 0.007 -1.298  0.00
H16 -7.131 -0.853 0.016  0.00
H17 -4.570 -3.271 -0.533  0.00
H18 -6.152 -2.783 -1.125  0.00
H19 -4.507 -2.555 2.264  0.00
H20 -5.607 -3.343 4.331  0.00
H21 -7.811 -4.460 4.215  0.00
H22 -8.925 -4.762 2.029  0.00
H23 -7.847 -3.952 -0.036  0.00
H24 -3.575 3.208 0.465  0.00
H25 -5.139 3.263 1.278  0.00
H26 -6.932 4.299 0.143  0.00
H27 -7.997 5.085 -1.941  0.00
H28 -6.922 4.646 -4.124  0.00
H29 -4.790 3.394 -4.225  0.00
H30 -3.719 2.601 -2.147  0.00
N6 0.724 -1.191 -4.234  0.00
C33 -0.550 -0.838 -4.384  0.00
N7 -0.866 -0.099 -5.461  0.00
S3 -1.758 -1.308 -3.282  0.05
H31 1.432 -0.907 -4.890  0.00
H32 1.005 -1.734 -3.435  0.00
H33 -0.194 0.140 -6.170  0.00
H34 -1.829 0.133 -5.613  0.00
O2 1.630 -2.239 -1.906  0.01
C34 1.142 -2.904 -1.012  0.02
O3 0.207 -2.412 -0.189  0.04
C35 1.573 -4.294 -0.735  -0.01
C36 1.010 -5.041 0.293  0.01
C37 1.442 -6.344 0.563  0.00
C38 2.441 -6.840 -0.237  0.00
O4 3.025 -8.060 -0.181  0.00
C39 3.966 -8.119 -1.268  0.00
O5 3.960 -6.830 -1.893  0.00
C40 3.000 -6.097 -1.264  0.00
C41 2.595 -4.826 -1.540  0.00
H35 0.214 -4.607 0.883  0.00
H36 1.012 -6.942 1.356  0.00
H37 3.655 -8.878 -1.980  0.00
H38 4.956 -8.339 -0.883  0.00
H39 3.027 -4.247 -2.346  0.00


No. 4
Below is a molecular structure, C23H36N7O6SeTi, with properties calculated with ωB97M-V/def2-TZVPD.

Results
- Electronic energy: -4983.5732 Eh
- Multiplicity: 3
- Energy above the lowest of the compared OMol25 structures with the same formula, charge and spin: 811.28 kJ/mol
- HOMO level (alpha / beta): -0.106 / -0.153 hartree
- HOMO-LUMO gap (alpha / beta): 5.54 / 6.80 eV
- Strongest force on any atom: 0.33082 hartree/bohr
- Charge: -1
- LUMO energy (alpha / beta): 2.6 / 2.6 eV

Each line ends with the Mulliken spin population.
CARTESIAN COORDINATES (ANGSTROEM)
Ti1 0.129 0.412 0.457  1.07
N1 -1.720 2.211 0.481  -0.01
C1 -2.644 1.377 -0.265  0.04
C2 -3.958 2.023 -0.657  0.00
C3 -4.706 1.125 -1.631  0.00
C4 -3.761 0.730 -2.761  0.00
N2 -3.030 1.884 -3.301  0.00
C5 -1.835 2.194 -2.732  0.00
N3 -0.853 1.318 -2.612  -0.03
N4 -1.561 3.468 -2.371  0.00
C6 -2.771 0.092 0.580  -0.02
O1 -3.862 -0.367 0.907  0.00
O2 -1.623 -0.366 0.882  -0.03
H1 -2.142 2.624 1.304  0.00
H2 -1.304 2.930 -0.103  0.00
H3 -2.100 1.087 -1.169  -0.02
H4 -3.744 2.990 -1.128  0.00
H5 -4.576 2.218 0.223  0.00
H6 -5.600 1.639 -2.002  0.00
H7 -5.025 0.213 -1.127  0.00
H8 -4.306 0.232 -3.565  0.00
H9 -3.026 0.024 -2.374  0.00
H10 -3.611 2.698 -3.447  0.00
H11 -1.075 0.340 -2.759  -0.01
H12 -0.284 1.489 -1.747  0.08
H13 -2.367 3.982 -2.047  0.00
H14 -0.803 3.480 -1.675  0.00
C7 4.217 1.695 0.762  -0.02
C8 2.820 1.353 0.336  0.19
N5 2.197 0.242 0.698  0.20
O3 2.954 -0.590 1.533  0.02
C9 2.066 2.189 -0.518  0.26
C10 2.658 3.359 -1.246  -0.02
N6 0.794 1.821 -0.680  0.18
O4 0.023 2.479 -1.589  0.05
H15 4.669 0.839 1.255  0.01
H16 4.206 2.533 1.465  0.01
H17 4.833 1.980 -0.093  0.00
H18 2.346 -1.325 1.683  0.00
H19 3.592 3.079 -1.738  0.01
H20 2.862 4.190 -0.565  0.01
H21 1.945 3.686 -1.999  0.01
O5 0.435 -1.079 2.272  0.00
C11 0.252 -0.059 2.948  -0.02
C12 0.029 -0.033 4.454  0.00
C13 -0.115 1.457 4.744  0.00
C14 -0.050 2.116 3.352  0.00
O6 -0.217 3.305 3.155  0.00
N7 0.218 1.170 2.411  0.00
H22 0.869 -0.507 4.961  0.00
H23 -0.874 -0.603 4.676  0.00
H24 0.695 1.858 5.354  0.00
H25 -1.061 1.713 5.221  0.00
C15 2.692 -6.158 0.716  0.00
C16 2.055 -4.912 0.157  0.00
C17 2.796 -3.954 -0.516  0.00
C18 2.204 -2.814 -1.053  0.02
C19 3.046 -1.831 -1.817  -0.02
C20 0.826 -2.612 -0.887  0.01
Se1 -0.001 -1.040 -1.652  0.01
C21 0.055 -3.576 -0.213  -0.01
C22 -1.425 -3.430 -0.022  0.00
C23 0.689 -4.708 0.288  0.00
H26 3.776 -6.136 0.599  0.00
H27 2.314 -7.048 0.208  0.00
H28 2.462 -6.260 1.779  0.00
H29 3.865 -4.099 -0.645  0.00
H30 4.074 -2.188 -1.909  0.00
H31 3.044 -0.864 -1.315  0.02
H32 2.623 -1.680 -2.811  0.00
H33 -1.626 -2.723 0.783  0.00
H34 -1.880 -4.391 0.227  0.00
H35 -1.887 -3.028 -0.923  0.00
H36 0.092 -5.464 0.791  0.00